(a)
ORCA calculation (the ωB97M-V functional and the def2-TZVPD basis) on 2 unconnected molecules or ions with the total composition C2H8NO.

Structure (XYZ):
```
12
C2H8NO the ωB97M-V functional and the def2-TZVPD basis
C 0.03070 -1.47855 -1.21425
H -1.29189 0.64290 0.47101
O 0.04399 2.57179 1.98543
H 1.32576 -0.35077 0.17556
N -0.43126 0.66581 -0.06312
H -0.05451 -1.18318 0.93482
H 0.47357 -2.45989 -1.01993
H 0.14893 3.42261 1.59193
H -1.03765 -1.52477 -1.39685
H 0.05147 1.32207 0.58407
C 0.27845 -0.62370 0.04782
H 0.46244 -1.00432 -2.09648
```

Total charge: -1
Spin multiplicity: 1
HOMO-LUMO gap, eV: 6.7

=====

(b)
ORCA calculation (the ωB97M-V functional and the def2-TZVPD basis) on 2 unconnected molecules or ions with the total composition C2H8NO.

Structure (XYZ):
```
12
C2H8NO the ωB97M-V functional and the def2-TZVPD basis
C 2.14335 0.71027 -0.28812
H 2.22150 1.75775 -0.58490
N -0.30145 0.65174 0.22080
H 2.30946 0.59995 0.78215
H -0.72290 1.23096 -0.49868
O -2.46273 -1.21483 0.71679
H 0.59953 0.10658 -1.64911
H -0.97861 -0.08698 0.46415
H 2.80997 0.14124 -0.93214
C 0.80401 0.01272 -0.56876
H 0.78883 -1.04465 -0.29062
H -2.96503 -2.00318 0.55029
```

Total charge: -1
Spin multiplicity: 1
HOMO-LUMO gap, eV: 6.7

=====

Energy above the most stable structure, in eV: (a) 0.000; (b) 0.149